(1)
20
Properties=species:S:1:pos:R:3:forces:R:3 method="wB97M-V/def2-TZVPD" e_homo_ev=-9.932 smiles=CC(C)(O)C[C@H]1CO1 relative_energy_kj_mol=187.9 energy_ev=-10510.3595 orbital_gap_ev=10.766
O -1.211533 -1.657934 0.090794 -0.13 -0.68 0.11
O 3.010929 -0.113599 0.315752 -0.28 -0.53 0.74
C -1.913943 0.487460 0.938298 0.35 0.23 -0.06
C 1.641995 -0.487197 -0.027079 1.08 0.28 -0.06
C -0.843734 0.181679 -1.305627 -0.03 -0.29 0.24
C 0.539735 -0.133098 0.916520 -0.86 0.14 -1.09
C -0.863327 -0.291651 0.142895 0.69 0.72 1.30
C 2.404126 0.553389 -0.743519 -0.64 -0.24 -0.72
H -2.884523 0.343881 0.491776 -0.42 -0.06 -0.19
H 0.553612 -0.792996 1.791279 -0.16 0.09 -0.09
H 2.139402 1.587764 -0.557392 0.03 0.15 -0.05
H 0.657907 0.904101 1.252172 0.00 -0.18 0.00
H -1.963388 0.144501 1.973693 0.08 0.01 0.05
H -1.830563 0.015694 -1.740239 -0.02 0.05 0.07
H -0.604288 1.239064 -1.374560 0.13 0.08 -0.03
H -1.688741 1.563260 0.935775 -0.03 -0.28 0.05
H -0.137704 -0.411192 -1.880431 0.11 0.10 -0.11
H 1.582409 -1.479223 -0.468469 0.02 0.10 -0.04
H -1.382540 -1.985490 0.987452 0.10 0.18 -0.31
H 2.794170 0.331585 -1.739089 0.00 0.12 0.17

=====

(2)
20
Properties=species:S:1:pos:R:3:forces:R:3 method="wB97M-V/def2-TZVPD" e_homo_ev=-8.050 smiles="C/C=C/C=C(/C)O.O" relative_energy_kj_mol=242.2 energy_ev=-10509.7968 orbital_gap_ev=8.651
O 0.761093 -0.500975 2.240535 0.67 -0.01 0.07
O 0.168302 2.230365 0.141074 -0.49 0.76 0.10
C -0.961520 1.440548 0.270046 0.03 -1.10 -1.69
C -0.863326 0.159359 -0.107002 -0.48 -1.51 0.78
C 1.969785 -2.217891 -1.444853 -1.14 -1.61 0.10
C 0.297318 -0.443572 -0.758709 0.22 3.50 -0.02
C 0.653446 -1.697793 -0.763210 1.86 -1.57 -1.02
C -2.320978 1.926294 0.590844 1.00 1.04 3.01
H 1.724593 -3.322709 -1.742382 0.92 1.85 0.62
H 0.031829 -2.453475 -0.276663 0.18 0.21 -0.06
H 1.481563 -0.865469 1.697810 -0.47 0.16 0.28
H -1.670949 -0.528597 0.260760 0.68 0.79 -0.73
H 2.262043 -1.716725 -2.387499 -0.43 0.07 0.60
H 0.909043 0.412438 -1.196321 -0.29 -1.63 0.21
H 0.675657 0.405417 1.914690 -0.05 -0.22 0.05
H 0.010278 3.195115 0.105933 -0.32 -0.86 0.10
H -2.874232 2.308817 -0.211821 -0.56 0.65 -1.38
H -2.212254 2.710863 1.371160 -0.46 -0.14 -0.37
H 2.857692 -2.170567 -0.755773 -0.91 -0.29 -0.55
H -2.899386 1.128558 1.051381 0.07 -0.08 -0.10

=====

(3)
20
Properties=species:S:1:pos:R:3:forces:R:3 method="wB97M-V/def2-TZVPD" e_homo_ev="-14.199 / -14.460" relative_energy_kj_mol=511.3 s_squared=0.755 energy_ev=-10497.7995 charge=+1 orbital_gap_ev="6.509 / 6.770" spin_multiplicity=2
O -2.531127 0.250318 0.975583 -0.04 -0.37 -1.24
O -3.356127 -0.086852 -1.201930 0.65 -0.76 0.27
C 0.370096 0.464410 1.387881 0.50 -2.79 -0.82
C 0.169266 -0.334062 0.024609 1.76 0.39 -0.77
C -1.015956 0.072454 -0.884187 1.23 -0.38 -0.33
C -2.380745 -0.402412 -0.354226 0.28 1.33 1.99
C 1.653814 -0.306114 -0.769922 -3.04 2.19 0.75
C 2.740119 0.207790 0.188226 -0.29 -0.53 -2.55
H 3.178919 1.186750 -0.061384 -0.95 0.21 0.90
H 3.632951 -0.449553 0.366292 -1.42 0.08 1.14
H 0.048607 -1.377380 0.120117 -0.27 -1.21 1.14
H -0.769870 -0.501704 -1.796663 -0.56 0.54 0.02
H 1.666760 0.404404 1.282356 0.12 0.44 0.58
H -2.213072 -1.458472 -0.071538 -0.81 -0.20 -0.68
H 1.823409 -1.293203 -1.177031 0.32 0.01 -0.10
H 1.350076 0.474526 -1.542970 1.40 -0.95 0.55
H 0.064434 -0.096332 2.332926 0.59 1.09 -1.21
H 0.023795 1.467780 1.282927 0.32 0.89 0.41
H -3.424138 0.636105 0.968842 0.32 -0.09 0.14
H -1.031208 1.141541 -1.069909 -0.09 0.13 -0.20